The following is a quantum chemistry calculation of a 2-piece molecular cluster, C5H12BN overall at a distorted geometry, from the Open Molecules 2025 dataset.

Properties
frontier orbital gap: 9.743 eV
energy: -277.209749 Ha
SMILES: C=CB1CN1C.C
charge: 0

Each atom is followed by the atoms it is bonded to, with distances in Å.
Positions of all 19 atoms, in Å:
1 C 2.19 -1.15 0.41  C2 1.360, H7 1.109, H8 1.091
2 C 1.19 -0.87 1.28  C1 1.360, B3 1.532, H9 1.169
3 B -0.29 -1.02 0.91  C2 1.532, C4 1.521, N5 1.320
4 C -1.72 -0.67 1.29  B3 1.521, N5 1.451, H10 1.067, H11 1.186
5 N -1.24 -1.16 0.01  B3 1.320, C4 1.451, C6 1.468
6 C -1.80 -0.90 -1.32  N5 1.468, H12 1.103, H13 1.172, H14 1.095
7 H 3.22 -1.12 0.83  C1 1.109
8 H 1.93 -1.35 -0.63  C1 1.091
9 H 1.52 -0.47 2.33  C2 1.169
10 H -2.09 0.33 1.28  C4 1.067
11 H -2.59 -1.21 1.89  C4 1.186
12 H -2.36 -1.81 -1.59  C6 1.103
13 H -2.70 -0.18 -1.11  C6 1.172
14 H -0.94 -0.69 -1.96  C6 1.095
15 C 1.12 2.43 -0.73  H16 1.058, H17 1.103, H18 1.125, H19 1.010
16 H 1.63 1.55 -1.04  C15 1.058
17 H 1.10 2.69 0.34  C15 1.103
18 H 1.64 3.36 -1.08  C15 1.125
19 H 0.20 2.26 -1.10  C15 1.010

The following is a quantum chemistry calculation of one molecule with the formula C5H12BNO4 at a distorted geometry, from the Open Molecules 2025 dataset.

Properties
frontier orbital gap: 10.007 eV
energy: -578.421597 Ha
SMILES: CC(C)(C)OC(=O)NB(O)O
charge: 0

Each atom is followed by the atoms it is bonded to, with distances in Å.
Positions of all 23 atoms, in Å:
1 C -1.92 0.39 -0.13  C2 1.566, H12 1.122, H13 1.120, H14 1.083
2 C -0.47 0.67 -0.64  C1 1.566, C3 1.521, C4 1.524, O5 1.498
3 C -0.30 2.18 -0.61  C2 1.521, H15 1.075, H16 1.114, H17 1.160
4 C -0.10 -0.03 -1.95  C2 1.524, H18 1.131, H19 1.196, H20 1.045
5 O 0.51 0.21 0.40  C2 1.498, C6 1.296
6 C 0.52 -1.00 0.87  O5 1.296, O7 1.205, N8 1.352
7 O -0.29 -1.85 0.62  C6 1.205
8 N 1.61 -1.22 1.65  C6 1.352, B9 1.431, H21 1.021
9 B 2.15 -2.41 2.22  N8 1.431, O10 1.345, O11 1.354
10 O 1.81 -3.57 1.63  B9 1.345, H22 0.974
11 O 3.00 -2.21 3.26  B9 1.354, H23 0.967
12 H -1.89 -0.70 0.13  C1 1.122
13 H -2.08 1.04 0.77  C1 1.120
14 H -2.62 0.75 -0.87  C1 1.083
15 H 0.70 2.26 -1.00  C3 1.075
16 H -0.42 2.49 0.46  C3 1.114
17 H -0.89 2.78 -1.40  C3 1.160
18 H 0.98 0.24 -2.17  C4 1.131
19 H -0.02 -1.19 -1.68  C4 1.196
20 H -0.54 0.21 -2.86  C4 1.045
21 H 1.98 -0.35 2.03  N8 1.021
22 H 2.35 -4.38 1.75  O10 0.974
23 H 3.12 -3.09 3.64  O11 0.967

The following is a quantum chemistry calculation of one molecule with the formula C5H12BNS, from the Open Molecules 2025 dataset.

Properties
frontier orbital gap: 9.127 eV
energy: -675.576224 Ha
SMILES: CN(C)B1CCCS1
charge: 0

Each atom is followed by the atoms it is bonded to, with distances in Å.
Positions of all 20 atoms, in Å:
1 C -0.21 0.99 -2.40  N2 1.447, H9 1.094, H10 1.094, H11 1.087
2 N -0.10 0.93 -0.96  C1 1.447, C3 1.446, B4 1.385
3 C -0.05 2.25 -0.37  N2 1.446, H12 1.094, H13 1.086, H14 1.094
4 B -0.07 -0.25 -0.24  N2 1.385, C5 1.598, S8 1.813
5 C 0.04 -0.41 1.35  B4 1.598, C6 1.533, H15 1.091, H16 1.095
6 C 0.53 -1.84 1.60  C5 1.533, C7 1.520, H17 1.093, H18 1.092
7 C -0.16 -2.75 0.60  C6 1.520, S8 1.833, H19 1.088, H20 1.091
8 S -0.15 -1.89 -1.01  B4 1.813, C7 1.833
9 H -1.12 1.52 -2.70  C1 1.094
10 H 0.65 1.52 -2.82  C1 1.094
11 H -0.23 -0.02 -2.81  C1 1.087
12 H -0.95 2.82 -0.64  C3 1.094
13 H 0.01 2.18 0.71  C3 1.086
14 H 0.82 2.80 -0.74  C3 1.094
15 H 0.70 0.31 1.84  C5 1.091
16 H -0.95 -0.29 1.81  C5 1.095
17 H 1.61 -1.88 1.43  C6 1.093
18 H 0.33 -2.17 2.62  C6 1.092
19 H 0.34 -3.71 0.48  C7 1.088
20 H -1.21 -2.92 0.87  C7 1.091